1.
Entry from the Open Molecules 2025 dataset: a molecular structure, C2H2O2P at a distorted geometry (the ωB97M-V functional and the def2-TZVPD basis).

Energy above the lowest of the compared OMol25 structures with the same formula, charge and spin (kcal/mol): 62.4
Gap between HOMO and LUMO (eV): 7.59
DFT total energy (Eh): -569.1789
HOMO energy (eV): -3.31
Total charge: -1

The geometry in XYZ format:
```
7
Properties=species:S:1:pos:R:3:forces:R:3
C -0.1537 -0.0250 -1.8278 -0.3 -1.3 0.0
C 0.5580 0.7882 1.2985 -0.5 -1.7 0.0
O 1.0193 1.6656 0.7004 1.4 2.7 -1.5
O 0.2017 0.3622 2.3435 -0.7 -0.9 1.2
P 0.1135 -0.7864 -0.3463 2.2 2.7 -0.9
H -0.9211 -0.5349 -2.4720 0.1 0.4 0.5
H -0.8177 -1.4696 0.3037 -2.3 -1.9 0.6
```
Positions in Å, forces in eV/Å.

=====

2.
Entry from the Open Molecules 2025 dataset: a molecular structure, C16H27AgBr2F9NO10S3 at a distorted geometry (the ωB97M-V functional and the def2-TZVPD basis).

Gap between HOMO and LUMO (eV): 4.97
DFT total energy (Eh): -8821.3431
HOMO energy (eV): -1.51
Total charge: -2

The geometry in XYZ format:
```
69
Properties=species:S:1:pos:R:3:forces:R:3
Ag -14.7429 5.5828 12.2578 1.2 0.9 -0.7
C -16.0000 7.9018 9.9466 -0.5 0.4 -0.8
C -14.6402 7.2101 9.7164 0.2 -0.2 0.3
C -13.9964 7.7339 8.4270 0.1 -0.4 -0.6
O -13.7764 7.2245 10.7703 -1.2 -0.2 0.2
H -16.5536 7.5350 10.8144 0.3 0.0 0.3
H -16.6626 7.6885 9.0900 0.1 0.0 0.0
H -15.9078 8.9960 9.9663 0.1 0.0 0.4
H -14.9759 6.1861 9.4138 0.2 -0.3 0.1
H -13.5356 8.7215 8.5120 -0.2 0.1 0.2
H -14.7082 7.7072 7.5878 -0.1 0.3 0.1
H -13.2046 7.0443 8.1214 0.1 0.0 0.3
C -11.6135 2.4377 11.4425 0.3 0.9 -1.1
F -10.3014 2.2506 11.1951 -0.3 -0.3 0.1
F -12.2388 1.2585 11.2128 0.0 0.1 0.4
F -11.7326 2.7711 12.7284 -0.3 -0.4 0.0
S -12.2586 3.7986 10.3123 0.2 0.9 -0.5
O -12.1889 3.2508 8.9621 -0.4 -0.4 0.7
O -13.6285 4.0013 10.8174 0.6 -0.7 -0.2
O -11.3305 4.8746 10.5386 -0.3 -0.5 0.4
C -11.9042 8.6720 14.6171 0.3 -1.2 -0.5
F -12.4673 8.6065 15.8294 -0.2 -0.1 0.3
F -12.7954 9.1959 13.7889 -0.1 0.3 -0.2
F -10.8419 9.4547 14.7099 0.1 0.4 -0.1
S -11.3752 6.9252 14.0702 -2.0 0.5 -1.5
O -10.7851 6.4304 15.2884 0.3 0.1 -0.5
O -12.5981 6.2591 13.6485 0.9 0.8 0.4
N -10.4300 7.3103 12.7058 -1.7 -0.9 2.5
S -9.0296 6.8143 13.1897 3.1 -0.1 0.8
O -8.4441 7.6840 14.2045 0.1 -0.4 -0.4
O -8.8933 5.3866 13.3956 0.1 0.6 -0.3
C -7.8925 7.1664 11.7313 -1.5 -0.1 0.1
F -6.6148 7.0777 12.0859 0.3 -0.2 0.2
F -8.1310 6.2942 10.7615 0.2 -0.1 -0.3
F -8.0891 8.3997 11.2561 0.0 0.3 -0.1
C -17.5990 8.8533 13.9703 -0.6 0.6 -0.8
C -18.0173 7.7581 14.9557 0.0 0.5 0.1
C -17.0217 6.6244 14.6157 0.1 0.4 1.1
O -16.2377 7.0444 13.5173 -0.8 -0.3 -0.8
C -16.1966 8.4777 13.5034 0.0 -0.2 1.1
H -17.7702 9.8885 14.2786 0.6 -0.1 0.5
H -18.2460 8.8268 13.0848 0.0 -0.5 0.0
H -19.0902 7.5706 14.8724 0.1 -0.5 -0.4
H -17.9155 8.0458 16.0051 0.4 0.2 -0.1
H -17.4878 5.6506 14.4871 0.1 0.0 -0.6
H -16.3381 6.5068 15.4642 0.0 -0.1 0.1
H -15.9522 8.8576 12.5185 0.2 -0.3 -0.1
H -15.4055 8.7373 14.2144 -0.1 0.5 0.0
C -18.8231 3.7447 10.8590 -0.9 0.1 -0.6
C -17.8825 3.4281 9.6969 -0.3 -0.5 -0.4
C -16.4666 3.6902 10.2272 -1.3 -0.5 0.6
O -16.6840 4.3790 11.4890 -0.1 0.0 0.1
C -18.0315 4.8169 11.5843 -0.2 -0.1 -0.5
H -19.1258 2.8867 11.4676 0.8 -0.1 0.2
H -19.8133 4.0612 10.5093 0.2 0.5 -0.2
H -18.0785 4.0841 8.8461 -0.1 0.1 0.1
H -18.0205 2.4094 9.3260 0.2 0.0 0.1
H -15.9113 4.2673 9.4953 0.5 0.1 0.4
H -15.9879 2.7619 10.5243 0.5 0.1 -0.4
H -18.1181 5.7812 11.0742 -0.2 0.1 0.0
H -18.3801 4.9335 12.6081 0.5 0.0 0.2
Br -16.8716 -0.6091 13.8171 0.1 0.4 0.1
C -16.5338 1.3347 13.8802 0.3 0.4 -0.7
C -15.1286 1.6481 14.3323 0.0 0.4 0.2
Br -15.0008 3.6228 14.4432 0.0 -0.6 0.5
H -17.2754 1.8053 14.5168 0.0 -0.3 0.2
H -16.6643 1.7273 12.8727 -0.2 -0.2 0.0
H -14.3289 1.4312 13.6330 -0.2 -0.4 -0.2
H -14.9300 1.1828 15.2951 0.2 0.4 0.1
```
Positions in Å, forces in eV/Å.

=====

3.
Entry from the Open Molecules 2025 dataset: 13 unconnected molecules or ions with the total composition C5H37N2O13 at a distorted geometry (the ωB97M-V functional and the def2-TZVPD basis).

Energy above the lowest of the compared OMol25 structures with the same formula, charge and spin (kcal/mol): 111.4
Gap between HOMO and LUMO (eV): 8.31
DFT total energy (Eh): -1300.3096
HOMO energy (eV): -6.06
Total charge: -1

The geometry in XYZ format:
```
57
Properties=species:S:1:pos:R:3:forces:R:3
C -0.4559 -0.7190 -0.4115 -1.6 0.7 -1.0
N 0.3879 0.0435 -1.3304 1.9 -1.2 -0.9
C 1.7168 -0.5447 -1.5801 -0.2 -1.2 -4.0
C 2.8563 -0.1231 -0.6260 -2.8 0.7 1.3
O 2.1863 0.4479 0.5196 0.6 -0.9 -0.3
C -1.9479 -0.4122 -0.9107 1.9 1.7 1.4
N -2.5722 0.4776 0.0509 -1.3 -0.7 2.1
C -1.8745 1.7550 0.2680 -1.2 -0.4 1.6
H -0.2788 -0.4392 0.6249 -0.4 0.2 0.2
H -0.3809 -1.8112 -0.4199 0.9 0.3 -0.5
H 0.6246 0.9672 -0.9960 -0.5 0.1 0.6
H 1.9668 -0.3576 -2.7311 0.0 0.7 2.1
H 1.5518 -1.6107 -1.8248 0.2 -0.1 1.4
H 3.4460 -0.9405 -0.1948 0.5 0.0 -1.0
H 3.3368 0.6907 -1.1489 1.2 -0.1 0.0
H -2.4418 -1.3477 -1.1477 -0.6 0.3 0.4
H -1.9061 0.3003 -1.7794 0.2 -1.3 0.2
H -2.6460 0.1532 1.0440 0.0 -0.7 -1.7
H -2.6737 2.5162 0.3236 0.9 0.2 -0.8
H -1.0094 1.8785 -0.3567 -0.1 0.6 -0.6
H -1.4816 1.7203 1.2957 0.3 0.2 -0.2
H -0.5738 2.1109 -2.6680 0.0 0.3 0.8
H -0.8122 2.6630 -3.9541 -0.2 0.8 -0.2
O -0.8123 2.9796 -3.0385 0.3 -1.2 -0.5
H 1.7965 1.8542 0.7407 0.4 0.5 -0.6
H 2.3979 3.2925 0.3799 0.0 -0.1 0.0
O 1.6115 2.8710 0.7369 -0.5 -0.1 0.1
H 0.6239 0.5262 2.9739 0.0 -0.8 0.0
H -0.0007 -0.6334 3.8564 0.4 -0.2 -0.6
O 0.2685 0.2831 3.8367 -0.4 1.2 0.7
H 1.7780 -0.6779 1.3795 -0.1 -0.3 0.3
H 2.4984 -1.2894 2.5779 -0.2 0.0 0.3
O 1.6593 -1.4249 2.1155 0.5 0.0 -0.6
H -2.7672 -3.7826 -1.9279 -0.1 0.2 0.1
H -3.1450 -2.5259 -2.5821 0.0 0.0 0.0
O -3.4251 -3.0822 -1.8490 -0.7 -0.5 0.0
H -0.8337 -1.8878 -2.4390 0.8 -0.4 0.2
H -0.3711 -3.4658 -2.3725 0.2 1.3 0.3
O -0.9990 -2.7972 -2.7082 -0.3 -0.6 -1.3
H 1.4732 2.5249 3.9606 -0.2 -0.2 -0.2
H 1.5931 3.1563 2.5007 0.0 -0.3 0.2
O 1.8631 3.2287 3.4375 0.3 0.4 0.3
H -4.9355 0.4193 -1.9355 -0.4 0.5 -0.2
H -4.4371 0.3636 -0.5716 0.0 1.1 0.3
O -5.0564 0.9118 -1.1104 0.2 -1.2 -0.3
H -0.2397 -4.8588 -0.7882 0.1 0.0 0.4
H 0.6055 -3.7733 -0.0657 0.0 -0.2 0.1
O 0.4574 -4.2087 -0.9147 0.2 -0.3 -0.2
H -1.4347 4.5140 -1.2636 -0.3 0.2 -0.4
H -1.0751 4.2899 0.1300 -0.1 0.3 0.4
O -1.6295 4.8860 -0.3944 0.5 -0.5 -0.1
H 0.4857 -3.6097 2.7769 -0.2 -0.5 0.1
H 1.8074 -3.4597 2.2978 0.2 -0.4 -0.2
O 1.2078 -4.2020 2.5148 -0.1 1.0 -0.1
H 4.1335 1.4507 2.1730 -0.2 0.0 0.0
H 3.6044 0.2057 1.4283 0.2 1.1 0.7
O 4.2782 0.5036 2.0980 0.3 -0.7 -0.2
```
Positions in Å, forces in eV/Å.

=====

4.
Entry from the Open Molecules 2025 dataset: C4H9NO in the gas phase at a distorted geometry (the ωB97M-V functional and the def2-TZVPD basis).

Energy above the lowest of the compared OMol25 structures with the same formula, charge and spin (kcal/mol): 68.9
Gap between HOMO and LUMO (eV): 8.56
DFT total energy (Eh): -287.7227
HOMO energy (eV): -7.58
SMILES: CN(C)/C=C/O

The geometry in XYZ format:
```
15
Properties=species:S:1:pos:R:3:forces:R:3
C 0.6814 1.3936 -0.1346 0.1 0.2 0.1
N 0.6452 -0.0649 -0.1850 0.2 -0.1 0.0
C 0.7872 -0.5512 -1.5400 0.2 -0.1 -0.2
C -0.4519 -0.6350 0.4645 0.7 -0.4 0.2
C -0.7289 -0.5970 1.7792 0.5 0.1 -0.4
O -2.0688 -0.6296 2.0386 -0.3 -0.2 -0.5
H -0.1131 1.8732 -0.7403 0.1 -0.2 0.1
H 1.6503 1.7305 -0.5154 -0.1 0.0 0.0
H 0.5771 1.7444 0.8942 0.0 -0.1 -0.2
H 1.7467 -0.2188 -1.9410 -0.1 -0.1 -0.1
H 0.7677 -1.6440 -1.5388 0.1 0.1 -0.1
H -0.0155 -0.1896 -2.2136 0.1 0.0 0.2
H -1.1091 -1.2942 -0.1171 -0.3 0.7 -0.3
H -2.3125 -0.3712 1.1197 -1.1 -0.3 1.2
H -0.0558 -0.5461 2.6296 -0.1 0.5 -0.2
```
Positions in Å, forces in eV/Å.